This record from OMol25 describes a 12-piece molecular cluster, C56H146N10O18 overall. The level of theory is wB97M-V/def2-TZVPD.

The geometry in ORCA input format:
```
! RIJCOSX wB97M-V def2-TZVPD def2/J DEFGRID3
* xyz -1 2
C 1.31 0.03 0.23
C 0.58 -1.04 1.03
C -0.48 -1.96 0.34
O -1.57 -1.14 -0.03
C -2.31 -0.49 1.04
N 1.60 -1.91 1.59
H 1.95 0.65 0.85
H 0.45 0.65 -0.06
H 1.89 -0.32 -0.62
H 0.18 -0.60 1.94
H -0.76 -2.74 1.04
H 0.08 -2.51 -0.41
H -2.39 -0.95 2.03
H -3.34 -0.56 0.70
H -1.99 0.55 1.13
H 2.25 -1.40 2.17
H 1.19 -2.46 2.33
C 5.79 -3.20 -0.72
C 4.95 -2.46 0.38
C 5.52 -1.03 0.73
O 6.62 -1.17 1.67
C 7.97 -1.16 1.20
N 3.63 -2.42 -0.28
H 5.68 -2.61 -1.63
H 5.60 -4.21 -1.09
H 6.81 -3.30 -0.37
H 4.73 -3.10 1.23
H 4.68 -0.61 1.30
H 5.73 -0.39 -0.13
H 8.60 -1.35 2.07
H 8.33 -0.26 0.71
H 7.98 -2.01 0.52
H 2.89 -2.00 0.27
H 3.25 -3.34 -0.43
C -5.66 -2.87 4.32
C -4.37 -3.07 5.09
C -3.80 -1.76 5.70
O -3.49 -0.73 4.75
C -2.60 0.34 5.11
N -4.61 -4.05 6.10
H -5.96 -3.59 3.55
H -5.55 -1.86 3.93
H -6.52 -2.70 4.97
H -3.56 -3.45 4.47
H -2.92 -1.99 6.31
H -4.46 -1.20 6.36
H -2.65 0.99 4.23
H -1.58 -0.04 5.11
H -2.91 0.84 6.03
H -5.06 -4.88 5.74
H -5.14 -3.74 6.90
C -1.90 6.88 1.95
C -0.56 6.09 2.11
C -0.75 4.66 2.59
O 0.44 3.92 2.64
C 0.17 2.53 2.78
N 0.18 6.12 0.89
H -2.59 6.28 1.36
H -1.69 7.91 1.64
H -2.47 7.01 2.87
H 0.12 6.70 2.70
H -1.53 4.13 2.04
H -1.17 4.70 3.59
H -0.35 2.33 3.72
H 1.13 2.02 2.73
H -0.57 2.18 2.07
H -0.41 5.66 0.21
H 1.04 5.59 0.92
C 0.42 1.26 -4.17
O -0.97 1.18 -4.04
C -1.52 0.19 -3.21
C -1.76 -1.14 -4.01
N -2.80 -0.82 -5.00
C -3.17 -2.00 -5.74
C -4.29 -1.66 -6.70
O -4.03 -0.67 -7.71
C -5.16 -0.14 -8.41
H 0.94 0.84 -3.32
H 0.69 2.31 -4.04
H 0.90 0.89 -5.08
H -2.45 0.59 -2.79
H -0.92 0.00 -2.32
H -2.06 -1.93 -3.33
H -0.80 -1.36 -4.48
H -2.28 -0.29 -5.69
H -3.56 -2.75 -5.05
H -2.29 -2.45 -6.20
H -5.16 -1.39 -6.11
H -4.60 -2.59 -7.17
H -5.72 0.54 -7.76
H -5.81 -0.92 -8.81
H -4.91 0.44 -9.29
C -9.75 -3.16 -2.60
O -8.70 -4.13 -2.36
C -8.59 -4.41 -0.94
C -8.09 -3.25 -0.10
N -6.82 -2.66 -0.56
C -6.69 -1.36 0.09
C -5.72 -0.49 -0.74
O -6.44 -0.28 -1.91
C -5.80 0.39 -3.02
H -10.20 -3.44 -3.55
H -9.33 -2.15 -2.57
H -10.52 -3.19 -1.84
H -7.80 -5.16 -0.92
H -9.52 -4.77 -0.50
H -7.92 -3.55 0.94
H -8.87 -2.49 -0.10
H -6.81 -2.53 -1.56
H -6.36 -1.61 1.10
H -7.64 -0.85 0.23
H -4.75 -0.93 -0.99
H -5.60 0.44 -0.19
H -6.47 0.52 -3.87
H -5.02 -0.29 -3.36
H -5.44 1.39 -2.76
C 3.45 2.36 -1.51
O 3.55 1.68 -2.75
C 4.46 0.59 -2.86
C 4.29 -0.09 -4.20
N 4.69 0.97 -5.13
C 3.85 0.93 -6.34
C 4.16 2.12 -7.31
O 5.51 2.17 -7.78
C 5.68 2.53 -9.09
H 4.29 2.02 -0.90
H 2.53 1.93 -1.12
H 3.55 3.44 -1.60
H 4.23 -0.12 -2.06
H 5.42 1.06 -2.63
H 3.22 -0.28 -4.15
H 4.80 -1.05 -4.05
H 4.50 1.78 -4.56
H 2.82 1.07 -6.02
H 4.12 0.01 -6.86
H 4.01 3.02 -6.71
H 3.38 2.18 -8.07
H 4.97 3.32 -9.34
H 5.42 1.64 -9.68
H 6.66 2.89 -9.40
C -0.49 -3.19 4.28
O 0.48 -3.62 3.29
C 0.57 -5.08 3.29
C 1.91 -5.47 2.54
N 1.81 -5.29 1.10
C 1.11 -6.38 0.42
C 2.06 -7.58 0.33
O 1.36 -8.58 -0.40
C 2.19 -9.66 -0.69
H -0.52 -2.10 4.24
H -0.04 -3.49 5.23
H -1.49 -3.61 4.30
H -0.32 -5.64 3.00
H 0.58 -5.41 4.32
H 2.31 -6.40 2.94
H 2.67 -4.78 2.89
H 1.52 -4.35 0.86
H 1.02 -6.03 -0.60
H 0.11 -6.70 0.74
H 2.34 -8.09 1.26
H 2.95 -7.24 -0.20
H 2.44 -10.29 0.17
H 3.13 -9.27 -1.07
H 1.63 -10.28 -1.38
C -0.77 9.76 -0.97
O -1.25 9.01 -2.03
C -2.72 9.03 -2.07
C -3.29 8.06 -3.17
N -2.74 6.74 -2.97
C -3.31 5.94 -1.86
C -2.67 4.50 -1.81
O -1.54 4.45 -0.88
C -0.92 3.25 -0.71
H -1.15 10.77 -0.88
H 0.31 9.68 -1.14
H -0.87 9.38 0.05
H -2.99 10.06 -2.33
H -3.30 8.65 -1.22
H -3.02 8.29 -4.20
H -4.37 7.93 -3.10
H -1.76 6.76 -2.73
H -4.36 5.67 -1.93
H -3.17 6.42 -0.89
H -2.46 4.04 -2.78
H -3.46 3.92 -1.35
H -1.68 2.52 -0.42
H -0.27 3.33 0.16
H -0.24 2.95 -1.51
C 7.24 4.04 5.42
O 6.82 2.78 5.74
C 7.77 1.76 5.33
C 7.25 0.49 6.03
N 5.94 0.04 5.63
C 5.98 -0.49 4.26
C 4.74 -1.43 4.09
O 3.50 -0.90 3.53
C 2.95 0.06 4.47
H 6.37 4.70 5.54
H 7.69 4.08 4.42
H 8.04 4.37 6.08
H 8.78 1.98 5.70
H 7.91 1.72 4.25
H 7.25 0.78 7.08
H 7.89 -0.39 5.92
H 5.38 0.88 5.62
H 6.86 -1.11 4.09
H 5.92 0.19 3.41
H 4.51 -2.03 4.98
H 5.00 -2.20 3.36
H 3.34 1.07 4.58
H 2.99 -0.34 5.49
H 1.90 0.23 4.23
C 4.21 2.51 2.01
C 3.66 3.89 1.42
O 2.35 3.72 0.99
H 3.74 2.17 2.93
H 5.26 2.70 2.25
H 4.14 1.72 1.26
H 4.40 4.17 0.67
H 3.72 4.60 2.24
H 1.80 3.88 1.76
C -2.77 -4.59 1.26
C -3.79 -3.83 0.32
O -4.55 -4.92 -0.28
H -1.94 -5.00 0.70
H -3.18 -5.54 1.59
H -2.30 -4.02 2.07
H -3.33 -3.26 -0.48
H -4.38 -3.03 0.77
H -5.40 -4.50 -0.46
*
```

Results
Molecular weight = 1247.836 g mol⁻¹
Expectation value of S² = 0.75
E_LUMO (spin up / spin down) = 2.1 / 2.1 eV



This record from OMol25 describes an isolated ion of composition C25H39N2O4 and charge +1. The level of theory is wB97M-V/def2-TZVPD.

The geometry in ORCA input format:
```
! RIJCOSX wB97M-V def2-TZVPD def2/J DEFGRID3
* xyz 1 1
C 3.73 0.63 -2.25
N 3.18 0.18 -0.97
C 4.25 -0.29 -0.06
H 4.90 -0.98 -0.59
H 4.83 0.56 0.29
H 3.79 -0.80 0.78
C 2.30 1.19 -0.32
H 2.14 0.85 0.70
C 2.86 2.62 -0.29
O 4.14 2.59 0.30
H 4.45 3.49 0.47
C 1.92 3.57 0.49
O 0.76 3.87 -0.24
C -0.42 3.20 -0.03
C -0.64 2.20 0.91
C -1.86 1.56 0.96
C -2.90 1.89 0.09
C -2.69 2.93 -0.80
C -1.47 3.58 -0.86
H -1.31 4.38 -1.57
H -3.48 3.25 -1.47
C -4.14 0.99 0.09
C -3.55 -0.38 -0.20
C -3.64 -1.47 0.65
C -2.89 -2.61 0.43
C -2.03 -2.69 -0.66
C -2.02 -1.65 -1.58
C -2.77 -0.52 -1.34
H -2.70 0.30 -2.05
H -1.41 -1.71 -2.47
O -1.22 -3.80 -0.73
C 0.00 -3.66 -1.41
H -0.14 -3.41 -2.47
H 0.48 -4.64 -1.35
C 0.88 -2.59 -0.75
H 0.29 -1.67 -0.64
O 1.97 -2.21 -1.59
H 2.52 -2.99 -1.74
C 1.36 -3.07 0.63
N 1.86 -1.97 1.46
H 2.60 -0.67 -1.16
C 0.76 -1.23 2.06
H 1.16 -0.42 2.66
H 0.14 -1.86 2.71
H 0.12 -0.81 1.28
C 2.72 -2.50 2.52
H 2.20 -3.20 3.18
H 3.57 -3.01 2.07
H 3.09 -1.67 3.12
H 2.17 -3.78 0.48
H 0.53 -3.60 1.11
H -2.94 -3.45 1.12
H -4.28 -1.44 1.52
C -5.16 1.36 -0.99
H -4.72 1.33 -1.99
H -5.56 2.35 -0.81
H -5.98 0.65 -0.96
C -4.84 1.09 1.45
H -5.72 0.44 1.47
H -5.16 2.11 1.61
H -4.18 0.81 2.27
H -2.00 0.77 1.67
H 0.12 1.91 1.61
H 2.44 4.52 0.61
H 1.70 3.17 1.48
H 2.92 3.01 -1.32
H 1.35 1.21 -0.84
H 4.49 1.40 -2.08
H 2.94 1.03 -2.88
H 4.19 -0.21 -2.77
*
```

Results
Molecular weight = 431.597 g mol⁻¹
SMILES string = CN(C)C[C@@H](O)COc1ccc(C(C)(C)c2ccc(OC[C@@H](O)C[NH+](C)C)cc2)cc1
E_LUMO = -2.2 eV



This record from OMol25 describes C15H17Br2NO3S in the gas phase. The level of theory is wB97M-V/def2-TZVPD.

The geometry in ORCA input format:
```
! RIJCOSX wB97M-V def2-TZVPD def2/J DEFGRID3
* xyz 0 1
O -0.21 -2.92 -0.76
C 0.32 -1.90 -0.36
N 0.22 -0.71 -0.95
H 0.64 0.10 -0.51
C -0.62 -0.46 -2.10
H -1.18 -1.37 -2.30
H 0.01 -0.25 -2.97
C -1.55 0.73 -1.86
C -2.49 0.60 -0.69
C -2.82 -0.56 -0.12
C -3.79 -0.69 1.02
C -4.63 0.57 1.20
C -3.73 1.79 1.15
C -3.09 1.90 -0.23
H -2.32 2.68 -0.22
H -3.85 2.22 -0.96
H -2.94 1.69 1.90
H -4.29 2.70 1.37
H -5.17 0.52 2.15
H -5.37 0.63 0.40
H -4.43 -1.56 0.84
H -3.22 -0.90 1.93
H -2.39 -1.49 -0.45
H -2.13 0.90 -2.77
H -0.93 1.62 -1.70
C 1.19 -1.89 0.91
H 1.17 -2.89 1.35
H 0.78 -1.15 1.61
O 2.56 -1.61 0.66
C 2.94 -0.34 0.56
O 2.20 0.62 0.62
C 4.39 -0.24 0.38
C 5.12 0.91 0.25
C 6.49 0.65 0.10
C 6.78 -0.69 0.11
S 5.37 -1.66 0.32
Br 8.48 -1.45 -0.06
Br 7.80 1.99 -0.11
H 4.69 1.90 0.27
*
```

Results
Energy relative to the best compared isomer or geometry (same formula, charge and spin) = 0.1747 eV
Molecular weight = 451.180 g mol⁻¹
SMILES string = O=C(COC(=O)c1cc(Br)c(Br)s1)NCCC1=CCCCC1
E_LUMO = -0.4 eV



This record from OMol25 describes C6H10 as an isolated structure. The level of theory is wB97M-V/def2-TZVPD.

The geometry in ORCA input format:
```
! RIJCOSX wB97M-V def2-TZVPD def2/J DEFGRID3
* xyz 0 1
C 0.74 -1.32 0.84
C -0.47 -0.42 0.62
C -1.56 -0.43 1.43
C -0.41 0.35 -0.65
C 0.53 1.65 -0.70
C 0.90 0.28 -1.54
H 2.00 -0.77 0.35
H 0.67 -1.36 2.18
H 0.51 -2.60 0.17
H -1.60 -1.07 2.32
H -2.47 0.13 1.23
H -1.42 0.51 -1.25
H 1.21 1.99 0.22
H 0.05 2.54 -1.27
H 1.91 -0.29 -1.19
H 0.74 0.24 -2.70
*
```

Results
Energy relative to the best compared isomer or geometry (same formula, charge and spin) = 6.0696 eV
Molecular weight = 82.146 g mol⁻¹
E_LUMO = 0.9 eV